Below is a 15-piece molecular cluster, C70H125N5O30 overall at a distorted geometry, with properties calculated with the ωB97M-V functional and the def2-TZVPD basis.

Bonds (Å) are listed after each position.
CARTESIAN COORDINATES (ANGSTROEM)
1 O 4.1220 8.9946 1.7147  C64 1.481, C92 1.494
2 O -1.2659 -4.5505 5.7836  C85 1.417, C101 1.400
3 O 0.2334 3.1980 3.6998  C41 1.363, C60 1.433
4 O 1.9239 -4.3466 -4.9709  C84 1.482, C89 1.379
5 O 3.0179 -3.8585 5.1568  C37 1.486, C39 1.389
6 O -5.6153 -3.1832 1.1729  N35 1.265
7 O -5.6035 -3.0699 4.3090  N32 1.220
8 O 3.9620 0.4576 -4.7271  N31 1.224
9 O 4.5583 1.8812 -6.2696  N31 1.241
10 O -5.3677 -0.2821 -7.9426  C51 1.391, C59 1.405
11 O 3.8054 -6.7399 3.5100  C76 1.413, C77 1.489
12 O -0.6583 0.4475 4.5887  C50 1.369, C99 1.380
13 O 5.4854 0.1447 1.3514  C67 1.432, C82 1.436
14 O -2.9373 4.8088 -0.6039  C58 1.453, C97 1.422
15 O -3.9617 2.1048 -6.6310  C78 1.430, C90 1.393
16 O -0.5213 -2.6485 -3.9277  C71 1.456, C83 1.435
17 O -5.0744 -1.1170 1.0949  N35 1.194
18 O 0.6125 1.6593 -0.7172  C66 1.391, C91 1.419
19 O 0.0590 -1.2750 0.2018  C68 1.403, C75 1.459
20 O 6.9608 4.9580 0.5140  C54 1.360, C55 1.477
21 O 1.2655 8.5390 1.0074  C48 1.427, C53 1.434
22 O -4.7787 3.6969 -4.2952  N34 1.263
23 O -0.4799 5.8671 -2.1927  C62 1.463, C73 1.413
24 O -4.1358 -1.4766 4.4496  N32 1.251
25 O 1.1597 -6.2864 0.2650  N33 1.163
26 O -2.7963 -6.1794 2.8932  C40 1.470, C95 1.436
27 O 4.9313 5.0703 2.6002  C72 1.386, C105 1.430
28 O 5.4662 1.1711 -1.0411  C52 1.473, C87 1.336
29 O 0.5950 -8.1935 0.9483  N33 1.226
30 O -4.3257 1.9441 -2.9877  N34 1.241
31 N 3.7238 1.3710 -5.5066  O8 1.224, O9 1.241, C74 1.488
32 N -4.9915 -2.2364 4.9562  O7 1.220, O24 1.251, C86 1.501
33 N 1.3944 -7.4102 0.4482  O25 1.163, O29 1.226, C104 1.507
34 N -5.0335 2.8956 -3.3533  O22 1.263, O30 1.241, C88 1.456
35 N -5.0088 -2.2147 0.6300  O6 1.265, O17 1.194, C69 1.488
36 C 0.6164 3.1974 -6.7795  C44 1.385, C93 1.452, H165 1.080
37 C 3.5824 -5.1600 5.5974  O5 1.486, C77 1.522, H133 1.090, H201 1.090
38 C -6.1120 -3.1321 8.4804  C42 1.361, C100 1.393, H218 1.080
39 C 1.8482 -3.8606 4.4069  O5 1.389, H138 1.090, H194 1.090, H224 1.090
40 C -3.0432 -5.1486 1.8741  O26 1.470, H116 1.090, H122 1.090, H187 1.090
41 C 0.1160 4.4172 3.1016  O3 1.363, H124 1.090, H141 1.090, H183 1.090
42 C -5.9839 -3.1859 7.1267  C38 1.361, C86 1.438, H156 1.080
43 C -8.3282 3.8097 -0.8274  C65 1.413, C79 1.403, H118 1.080
44 C -0.2964 2.6942 -5.8675  C36 1.385, C63 1.364, H144 1.080
45 C -3.3928 -3.5438 -2.4451  C61 1.366, C81 1.374, H120 1.080
46 C -4.8790 -1.0462 8.5404  C100 1.356, C103 1.423, H223 1.080
47 C -4.1474 -1.3140 -3.0054  C61 1.360, C70 1.408, H143 1.080
48 C 1.9313 7.5205 1.7534  O21 1.427, C92 1.608, H175 1.090, H206 1.090
49 C -7.3411 3.8415 -3.0576  C65 1.369, C88 1.376, H226 1.080
50 C -0.6229 -0.8520 5.0167  O12 1.369, H114 1.090, H147 1.090, H229 1.090
51 C -4.0577 -0.2095 -7.4818  O10 1.391, C90 1.539, H150 1.090, H214 1.090
52 C 6.8068 0.6878 -0.6690  O28 1.473, C82 1.575, H139 1.090, H205 1.090
53 C 0.0096 8.1241 0.4533  O21 1.434, H110 1.090, H112 1.090, H153 1.090
54 C 7.9192 4.4389 -0.3001  O20 1.360, H152 1.090, H215 1.090, H219 1.090
55 C 5.6384 4.3291 0.3227  O20 1.477, C72 1.532, H125 1.090, H148 1.090
56 C 5.3073 -8.8260 -0.3505  C98 1.420, C102 1.402, H134 1.080
57 C -6.2018 2.8052 -1.2258  C79 1.358, C88 1.407, H140 1.080
58 C -3.6117 4.4658 0.6367  O14 1.453, H115 1.090, H170 1.090, H213 1.090
59 C -5.4491 -0.9611 -9.1703  O10 1.405, H132 1.090, H184 1.090, H191 1.090
60 C -0.5135 2.2409 2.9381  O3 1.433, C99 1.568, H171 1.090, H212 1.090
61 C -3.5259 -2.4872 -3.3005  C45 1.366, C47 1.360, H174 1.080
62 C -1.2462 6.6754 -3.1408  O23 1.463, H176 1.090, H185 1.090, H203 1.090
63 C -0.0057 1.8473 -4.8383  C44 1.364, C80 1.358, H136 1.080
64 C 5.3209 9.4590 2.4497  O1 1.481, H106 1.090, H145 1.090, H158 1.090
65 C -8.3521 4.1677 -2.1942  C43 1.413, C49 1.369, H186 1.080
66 C -0.1791 0.6892 -1.3237  O18 1.391, C75 1.522, H121 1.090, H128 1.090
67 C 5.5031 -0.3769 2.6845  O13 1.432, H119 1.090, H127 1.090, H222 1.090
68 C -0.6049 -2.4768 0.4921  O19 1.403, H135 1.090, H207 1.090, H217 1.090
69 C -4.5023 -2.2905 -0.7672  N35 1.488, C70 1.393, C81 1.414
70 C -4.5574 -1.2232 -1.6610  C47 1.408, C69 1.393, H117 1.080
71 C -0.1020 -3.9923 -3.5565  O16 1.456, C84 1.506, H180 1.090, H228 1.090
72 C 4.7159 5.1459 1.2334  O27 1.386, C55 1.532, H129 1.090, H160 1.090
73 C -0.9768 4.5642 -1.9646  O23 1.413, C97 1.479, H123 1.090, H221 1.090
74 C 2.3067 1.7526 -5.7521  N31 1.488, C80 1.410, C93 1.393
75 C -0.8572 -0.3142 -0.4023  O19 1.459, C66 1.522, H173 1.090, H198 1.090
76 C 3.0994 -7.9018 3.8935  O11 1.413, H107 1.090, H157 1.090, H204 1.090
77 C 4.4261 -5.9667 4.6203  O11 1.489, C37 1.522, H159 1.090, H166 1.090
78 C -5.2007 2.5078 -7.2206  O15 1.430, H151 1.090, H190 1.090, H210 1.090
79 C -7.2131 3.0932 -0.3671  C43 1.403, C57 1.358, H230 1.080
80 C 1.2797 1.4085 -4.8491  C63 1.358, C74 1.410, H220 1.080
81 C -3.8886 -3.5007 -1.1643  C45 1.374, C69 1.414, H130 1.080
82 C 6.8002 0.4994 0.8950  O13 1.436, C52 1.575, H137 1.090, H154 1.090
83 C -0.2628 -2.2027 -5.2674  O16 1.435, H108 1.090, H131 1.090, H209 1.090
84 C 1.3846 -4.2281 -3.5957  O4 1.482, C71 1.506, H126 1.090, H189 1.090
85 C -2.1420 -4.8023 4.6991  O2 1.417, C95 1.508, H181 1.090, H192 1.090
86 C -5.2438 -2.1658 6.4343  N32 1.501, C42 1.438, C103 1.398
87 C 5.4670 1.6565 -2.2858  O28 1.336, H172 1.090, H179 1.090, H197 1.090
88 C -6.2442 3.1562 -2.5873  N34 1.456, C49 1.376, C57 1.407
89 C 3.2205 -3.9649 -5.2429  O4 1.379, H109 1.090, H113 1.090, H178 1.090
90 C -3.9077 0.7546 -6.2913  O15 1.393, C51 1.539, H149 1.090, H193 1.090
91 C 1.8999 1.3057 -0.2363  O18 1.419, H161 1.090, H188 1.090, H196 1.090
92 C 3.1694 8.1856 2.5341  O1 1.494, C48 1.608, H163 1.090, H168 1.090
93 C 1.9447 2.6114 -6.7869  C36 1.452, C74 1.393, H169 1.080
94 C 3.8333 -7.0307 0.1604  C102 1.379, C104 1.388, H167 1.080
95 C -1.6764 -5.8640 3.7345  O26 1.436, C85 1.508, H195 1.090, H216 1.090
96 C 2.9456 -9.2793 -0.0682  C98 1.390, C104 1.376, H182 1.080
97 C -1.6061 4.3109 -0.6502  O14 1.422, C73 1.479, H111 1.090, H200 1.090
98 C 4.2212 -9.7408 -0.3721  C56 1.420, C96 1.390, H146 1.080
99 C -0.0995 0.7928 3.3754  O12 1.380, C60 1.568, H142 1.090, H162 1.090
100 C -5.5401 -2.0575 9.1567  C38 1.393, C46 1.356, H199 1.080
101 C -1.8270 -3.8360 6.8487  O2 1.400, H155 1.090, H202 1.090, H225 1.090
102 C 5.1256 -7.4748 -0.0248  C56 1.402, C94 1.379, H227 1.080
103 C -4.5732 -1.1752 7.1568  C46 1.423, C86 1.398, H177 1.080
104 C 2.7792 -7.9334 0.1676  N33 1.507, C94 1.388, C96 1.376
105 C 5.5070 3.8497 3.0723  O27 1.430, H164 1.090, H208 1.090, H211 1.090
106 H 5.6999 10.3701 1.9867  C64 1.090
107 H 2.0844 -7.8712 3.4975  C76 1.090
108 H -0.9038 -2.8390 -5.8776  C83 1.090
109 H 3.3269 -2.8813 -5.2930  C89 1.090
110 H -0.2222 8.7779 -0.3874  C53 1.090
111 H -1.4238 3.2530 -0.4613  C97 1.090
112 H -0.8634 8.2417 1.0953  C53 1.090
113 H 3.6090 -4.3019 -6.2040  C89 1.090
114 H 0.3786 -1.2451 5.1914  C50 1.090
115 H -3.9591 3.4328 0.6483  C58 1.090
116 H -2.6223 -5.6721 1.0156  C40 1.090
117 H -4.9007 -0.2806 -1.2610  C70 1.080
118 H -9.0899 3.9648 -0.0777  C43 1.080
119 H 4.4475 -0.4787 2.9364  C67 1.090
120 H -2.9098 -4.4190 -2.8538  C45 1.080
121 H 0.3028 0.1110 -2.1121  C66 1.090
122 H -4.0919 -5.1907 1.5801  C40 1.090
123 H -1.7528 4.4759 -2.7249  C73 1.090
124 H -0.8639 4.8870 3.1857  C41 1.090
125 H 5.3375 4.5412 -0.7033  C55 1.090
126 H 1.6307 -5.0475 -2.9203  C84 1.090
127 H 5.9292 0.3851 3.3372  C67 1.090
128 H -0.9310 1.3548 -1.7477  C66 1.090
129 H 4.8073 6.1520 0.8240  C72 1.090
130 H -3.8708 -4.3075 -0.4465  C81 1.080
131 H -0.5327 -1.1565 -5.4114  C83 1.090
132 H -6.5171 -1.0780 -9.3542  C59 1.090
133 H 4.1603 -4.7505 6.4259  C37 1.090
134 H 6.3633 -8.9954 -0.5008  C56 1.080
135 H -1.3575 -2.1488 1.2091  C68 1.090
136 H -0.6556 1.5897 -4.0150  C63 1.080
137 H 7.0547 1.5085 1.2190  C82 1.090
138 H 1.7728 -2.8231 4.0815  C39 1.090
139 H 7.0008 -0.2458 -1.1969  C52 1.090
140 H -5.2752 2.3806 -0.8687  C57 1.080
141 H 0.1757 4.3481 2.0155  C41 1.090
142 H 0.9824 0.6636 3.4029  C99 1.090
143 H -4.2054 -0.4704 -3.6773  C47 1.080
144 H -1.3065 3.0749 -5.9030  C44 1.080
145 H 4.8708 9.8518 3.3613  C64 1.090
146 H 4.3586 -10.7398 -0.7589  C98 1.080
147 H -1.1098 -1.5970 4.3874  C50 1.090
148 H 5.5228 3.2456 0.3512  C55 1.090
149 H -4.6930 0.5484 -5.5641  C90 1.090
150 H -3.6416 -1.1970 -7.2822  C51 1.090
151 H -5.9789 2.2604 -6.4986  C78 1.090
152 H 8.7787 5.1088 -0.2763  C54 1.090
153 H 0.0247 7.1044 0.0685  C53 1.090
154 H 7.5286 -0.2686 1.1552  C82 1.090
155 H -2.4481 -3.0262 6.4658  C101 1.090
156 H -6.3509 -4.0427 6.5813  C42 1.080
157 H 3.6988 -8.7900 3.6938  C76 1.090
158 H 6.1129 8.7131 2.5171  C64 1.090
159 H 4.9965 -6.5820 5.3162  C77 1.090
160 H 3.6919 4.8580 0.9953  C72 1.090
161 H 1.8846 0.3593 0.3043  C91 1.090
162 H -0.3788 0.1883 2.5124  C99 1.090
163 H 2.7071 8.7640 3.3340  C92 1.090
164 H 5.5768 3.8443 4.1601  C105 1.090
165 H 0.4314 4.0337 -7.4374  C36 1.080
166 H 5.1974 -5.3618 4.1436  C77 1.090
167 H 3.7121 -5.9942 0.4386  C94 1.080
168 H 3.7474 7.3640 2.9570  C92 1.090
169 H 2.6068 2.9280 -7.5792  C93 1.080
170 H -2.9788 4.5708 1.5178  C58 1.090
171 H -1.5749 2.3147 3.1750  C60 1.090
172 H 6.0763 2.5582 -2.3467  C87 1.090
173 H -1.6553 -0.7841 -0.9770  C75 1.090
174 H -3.1717 -2.5353 -4.3196  C61 1.080
175 H 1.1989 6.9834 2.3562  C48 1.090
176 H -0.6846 7.5231 -3.5335  C62 1.090
177 H -3.8133 -0.5828 6.6690  C103 1.080
178 H 3.9465 -4.2207 -4.4711  C89 1.090
179 H 4.4630 2.0621 -2.4107  C87 1.090
180 H -0.6842 -4.5345 -4.3016  C71 1.090
181 H -3.1447 -4.9443 5.1023  C85 1.090
182 H 2.1306 -9.9847 -0.0003  C96 1.080
183 H 0.9115 5.0195 3.5403  C41 1.090
184 H -4.9157 -0.5088 -10.0063  C59 1.090
185 H -2.0923 7.0095 -2.5403  C62 1.090
186 H -9.1385 4.8532 -2.4737  C65 1.080
187 H -2.7186 -4.1156 1.9996  C40 1.090
188 H 2.4164 1.9671 0.4592  C91 1.090
189 H 1.7432 -3.3537 -3.0527  C84 1.090
190 H -5.5094 1.9810 -8.1236  C78 1.090
191 H -5.1092 -1.9963 -9.1411  C59 1.090
192 H -2.2369 -3.8817 4.1233  C85 1.090
193 H -2.9533 0.6198 -5.7824  C90 1.090
194 H 1.9749 -4.4020 3.4693  C39 1.090
195 H -1.2430 -6.6705 4.3259  C95 1.090
196 H 2.5152 1.1202 -1.1167  C91 1.090
197 H 5.8210 1.0743 -3.1367  C87 1.090
198 H -1.3816 0.1601 0.4273  C75 1.090
199 H -5.8157 -1.8598 10.1821  C100 1.080
200 H -1.0375 4.9438 0.0312  C97 1.090
201 H 2.7089 -5.6705 6.0031  C37 1.090
202 H -1.0144 -3.2101 7.2176  C101 1.090
203 H -1.7040 6.1468 -3.9769  C62 1.090
204 H 2.8544 -7.7893 4.9497  C76 1.090
205 H 7.6140 1.3344 -1.0130  C52 1.090
206 H 2.4080 6.8211 1.0666  C48 1.090
207 H 0.0609 -3.2079 0.9507  C68 1.090
208 H 6.5038 3.9290 2.6386  C105 1.090
209 H 0.7697 -2.2469 -5.6138  C83 1.090
210 H -5.1987 3.5696 -7.4666  C78 1.090
211 H 5.1727 2.8441 2.8171  C105 1.090
212 H -0.4213 2.3642 1.8591  C60 1.090
213 H -4.5162 5.0702 0.7064  C58 1.090
214 H -3.5225 0.1563 -8.3581  C51 1.090
215 H 8.2208 3.5143 0.1921  C54 1.090
216 H -0.8053 -5.5239 3.1745  C95 1.090
217 H -1.2274 -2.7429 -0.3621  C68 1.090
218 H -6.7570 -3.8396 8.9801  C38 1.080
219 H 7.5004 4.3217 -1.2996  C54 1.090
220 H 1.6543 0.8178 -4.0261  C80 1.080
221 H -0.3154 3.7433 -2.2416  C73 1.090
222 H 6.0374 -1.3041 2.8919  C67 1.090
223 H -4.3999 -0.1680 8.9474  C46 1.080
224 H 0.9106 -4.1257 4.8955  C39 1.090
225 H -2.2175 -4.3465 7.7290  C101 1.090
226 H -7.4544 4.0982 -4.1005  C49 1.080
227 H 5.9730 -6.8062 0.0098  C102 1.080
228 H -0.4966 -4.4393 -2.6441  C71 1.090
229 H -1.2870 -0.9577 5.8745  C50 1.090
230 H -7.1757 2.7570 0.6586  C79 1.080

Computed properties:
total energy = -143458.2629 eV
E_LUMO = -0.835 eV
charge = 0
gap between HOMO and LUMO = 8.250 eV